1.
Here is a molecular structure, C15H40GaINO4 from the Open Molecules 2025 dataset. Energies are from ωB97M-V/def2-TZVPD.

Positions of all 62 atoms, in Å:
N1 -1.868 1.236 3.532
C1 -3.092 1.945 3.923
C2 -4.302 1.513 3.100
O1 -4.582 0.135 3.272
C3 -5.491 2.432 3.373
Ga1 -7.395 1.938 2.845
I1 -8.043 -0.575 3.292
H1 -1.145 1.387 4.225
H2 -1.515 1.630 2.667
H3 -3.307 1.724 4.974
H4 -2.996 3.034 3.836
H5 -4.006 1.607 2.046
H6 -5.119 0.036 4.061
H7 -5.304 3.356 2.812
H8 -5.471 2.726 4.431
H9 -8.404 2.772 3.780
H10 -7.662 2.311 1.310
C4 2.530 2.210 0.181
C5 2.702 2.070 1.686
O2 1.578 1.531 2.351
C6 1.186 0.230 1.936
C7 2.246 -0.835 2.149
H11 1.655 2.819 -0.048
H12 3.410 2.688 -0.251
H13 2.406 1.242 -0.308
H14 2.843 3.056 2.132
H15 3.604 1.487 1.910
H16 0.856 0.245 0.891
H17 0.302 -0.006 2.529
H18 3.148 -0.648 1.562
H19 1.849 -1.805 1.847
H20 2.533 -0.890 3.200
C8 -0.730 1.009 -2.321
C9 -0.116 -0.380 -2.246
O3 -0.577 -1.157 -1.160
C10 -1.975 -1.411 -1.119
C11 -2.502 -2.171 -2.324
H21 -0.555 1.553 -1.392
H22 -0.281 1.568 -3.144
H23 -1.806 0.974 -2.494
H24 0.961 -0.287 -2.091
H25 -0.255 -0.913 -3.195
H26 -2.533 -0.480 -0.979
H27 -2.120 -2.000 -0.215
H28 -2.397 -1.604 -3.250
H29 -3.563 -2.381 -2.184
H30 -1.973 -3.118 -2.441
C12 4.022 -1.359 -1.607
C13 3.727 -1.078 -3.068
O4 4.863 -1.123 -3.915
C14 5.548 -2.359 -3.964
C15 4.704 -3.524 -4.452
H31 4.760 -0.652 -1.224
H32 3.108 -1.262 -1.018
H33 4.406 -2.368 -1.448
H34 3.338 -0.065 -3.174
H35 2.947 -1.756 -3.436
H36 5.992 -2.595 -2.989
H37 6.374 -2.188 -4.655
H38 3.877 -3.745 -3.777
H39 5.320 -4.422 -4.523
H40 4.290 -3.309 -5.438

Values from the calculation:
- strongest force on any atom (eV Å⁻¹) = 0.7
- HOMO energy (eV) = -4.667
- charge = -1
- 2S+1 = 1

2.
Here is 5 unconnected molecules or ions with the total composition C15H40O5 from the Open Molecules 2025 dataset. Energies are from ωB97M-V/def2-TZVPD.

Positions of all 60 atoms, in Å:
C1 -0.028 -3.083 3.875
C2 -0.281 -4.094 2.744
C3 -1.585 -4.785 2.867
O1 -0.412 -3.299 1.606
H1 0.845 -2.468 3.659
H2 0.090 -3.426 4.903
H3 -0.935 -2.493 4.011
H4 0.579 -4.763 2.706
H5 -2.358 -4.214 3.383
H6 -1.345 -5.504 3.649
H7 -1.896 -5.344 1.985
H8 0.349 -2.715 1.642
C4 -1.820 2.139 0.930
C5 -1.572 1.897 -0.537
C6 -0.583 2.912 -1.062
O2 -0.973 0.620 -0.609
H9 -0.984 2.503 1.526
H10 -2.244 1.330 1.526
H11 -2.690 2.792 0.999
H12 -2.508 1.846 -1.095
H13 0.441 2.906 -0.688
H14 -1.121 3.860 -1.065
H15 -0.472 2.572 -2.091
H16 -1.497 -0.063 -0.183
C7 3.012 3.458 -2.389
C8 3.123 5.083 -2.207
C9 1.789 5.804 -1.887
O3 4.041 5.258 -1.183
H17 3.938 2.901 -2.531
H18 2.528 3.368 -3.362
H19 2.314 3.007 -1.684
H20 3.549 5.710 -2.990
H21 1.197 5.571 -2.772
H22 1.926 6.874 -1.733
H23 1.353 5.455 -0.951
H24 4.357 6.161 -1.106
C10 -4.510 -1.745 -0.742
C11 -3.123 -2.400 -0.377
C12 -2.232 -2.454 -1.578
O4 -2.450 -1.545 0.522
H25 -4.516 -0.967 -1.505
H26 -5.026 -1.425 0.163
H27 -5.289 -2.446 -1.041
H28 -3.167 -3.368 0.123
H29 -2.032 -1.515 -2.094
H30 -2.616 -3.003 -2.438
H31 -1.225 -2.855 -1.462
H32 -1.710 -2.058 0.854
C13 2.517 0.083 -0.641
C14 1.938 -1.293 -0.161
C15 2.927 -2.064 0.575
O5 0.900 -0.946 0.768
H33 1.798 0.671 -1.211
H34 3.283 -0.079 -1.400
H35 2.989 0.663 0.152
H36 1.495 -1.900 -0.950
H37 3.622 -2.447 -0.173
H38 2.574 -2.931 1.134
H39 3.455 -1.391 1.251
H40 0.271 -0.358 0.344

Values from the calculation:
- strongest force on any atom (eV Å⁻¹) = 4.3
- HOMO energy (spin up / spin down) (eV) = -11.683 / -11.682
- charge = +1
- ΔE to the lowest compared entry with this formula, charge and spin (kJ/mol) = 93.4
- 2S+1 = 2
- expectation value of S² = 0.754

3.
Here is a molecular structure, C15H41B2F8O6V from the Open Molecules 2025 dataset. Energies are from ωB97M-V/def2-TZVPD.

Positions of all 73 atoms, in Å:
V1 1.831 2.190 -0.074
O1 1.149 2.596 1.840
H1 0.191 2.639 1.849
B1 4.309 3.477 0.340
F1 3.101 4.135 -0.018
F2 5.298 3.747 -0.593
F3 4.658 3.824 1.639
F4 3.966 2.084 0.437
B2 0.674 -0.315 -0.049
F5 1.996 0.102 0.251
F6 0.039 0.865 -0.538
F7 0.610 -1.334 -1.004
F8 0.067 -0.708 1.120
C1 -1.176 -0.730 4.825
C2 0.324 -0.424 4.901
C3 1.099 -1.624 4.375
O2 0.554 0.711 4.081
H2 -1.471 -1.218 3.889
H3 -1.755 0.187 4.919
H4 -1.581 -1.479 5.525
H5 0.564 -0.187 5.938
H6 2.138 -1.416 4.107
H7 0.657 -1.982 3.444
H8 1.131 -2.404 5.143
H9 0.511 0.446 3.150
C4 -3.189 2.024 0.215
C5 -3.129 1.222 1.512
C6 -3.659 -0.203 1.297
O3 -1.766 1.136 1.920
H10 -2.929 3.062 0.445
H11 -4.172 1.960 -0.259
H12 -2.440 1.719 -0.517
H13 -3.695 1.697 2.312
H14 -3.674 -0.739 2.246
H15 -3.028 -0.702 0.558
H16 -4.670 -0.261 0.879
H17 -1.248 0.890 1.142
C7 0.128 5.386 0.329
C8 -0.015 4.971 -1.142
C9 0.966 5.758 -1.975
O4 0.244 3.550 -1.233
H18 1.159 5.331 0.667
H19 -0.503 4.812 1.005
H20 -0.203 6.429 0.351
H21 -1.037 5.165 -1.476
H22 0.711 5.644 -3.038
H23 2.010 5.465 -1.884
H24 0.901 6.829 -1.779
H25 -0.236 3.222 -2.002
C10 -0.619 -4.776 -0.890
C11 -2.115 -5.126 -0.857
C12 -2.938 -3.921 -1.278
O5 -2.287 -6.233 -1.753
H26 0.045 -5.568 -1.230
H27 -0.236 -4.475 0.090
H28 -0.457 -3.887 -1.501
H29 -2.454 -5.392 0.151
H30 -2.743 -3.140 -0.537
H31 -3.993 -4.199 -1.245
H32 -2.612 -3.542 -2.245
H33 -2.982 -6.811 -1.426
C13 3.021 -2.202 -5.062
C14 2.118 -2.168 -3.859
C15 1.854 -3.532 -3.203
O6 2.632 -1.230 -2.908
H34 3.112 -1.180 -5.433
H35 2.616 -2.824 -5.864
H36 4.007 -2.624 -4.863
H37 1.085 -1.830 -4.045
H38 2.810 -4.066 -3.110
H39 1.094 -4.125 -3.705
H40 1.594 -3.388 -2.154
H41 2.039 -1.309 -2.146

Values from the calculation:
- strongest force on any atom (eV Å⁻¹) = 2.6
- HOMO energy (spin up / spin down) (eV) = -4.635 / -5.772
- charge = -1
- ΔE to the lowest compared entry with this formula, charge and spin (kJ/mol) = 0.0
- 2S+1 = 4
- expectation value of S² = 3.756

4.
Here is 4 unconnected molecules or ions with the total composition C15H41N2O5S3 from the Open Molecules 2025 dataset. Energies are from ωB97M-V/def2-TZVPD.

Positions of all 66 atoms, in Å:
C1 4.237 -0.226 0.822
O1 2.823 -0.506 0.406
C2 2.007 -0.012 1.525
N1 0.519 -0.233 1.389
C3 0.114 -1.515 0.699
C4 0.260 -2.873 1.609
C5 -1.220 -3.565 1.955
N2 -1.661 -3.351 3.389
C6 -0.073 -0.064 2.791
C7 -1.717 0.046 2.806
C8 -2.086 1.553 2.248
C9 -2.813 1.345 0.785
O2 -3.098 2.658 0.175
H1 4.320 0.659 1.589
H2 4.906 0.062 -0.120
H3 4.708 -1.172 1.339
H4 2.407 -0.392 2.575
H5 2.165 1.171 1.549
H6 0.131 0.572 0.823
H7 0.631 -1.715 -0.331
H8 -1.051 -1.406 0.459
H9 0.932 -2.754 2.560
H10 0.810 -3.678 0.920
H11 -2.087 -3.143 1.271
H12 -1.188 -4.737 1.742
H13 -1.663 -4.297 3.830
H14 -2.655 -2.975 3.431
H15 0.326 0.975 3.221
H16 0.302 -0.879 3.557
H17 -2.267 -0.824 2.239
H18 -2.035 0.029 3.950
H19 -1.110 2.186 2.113
H20 -2.754 2.125 3.036
H21 -3.772 0.696 0.975
H22 -2.015 0.820 0.085
H23 -3.834 3.066 0.753
C10 0.023 6.439 0.724
S1 -0.772 4.816 0.636
O3 -0.617 4.165 1.979
C11 0.447 4.071 -0.474
H24 -0.554 7.071 1.404
H25 1.042 6.337 1.103
H26 0.035 6.895 -0.269
H27 1.441 4.113 -0.021
H28 0.446 4.602 -1.428
H29 0.171 3.027 -0.641
C12 -0.955 0.979 -4.296
S2 -2.225 1.002 -3.008
O4 -1.917 -0.113 -2.052
C13 -3.581 0.449 -4.070
H30 0.000 1.259 -3.847
H31 -0.874 -0.022 -4.724
H32 -1.213 1.701 -5.075
H33 -3.339 -0.521 -4.512
H34 -3.753 1.187 -4.856
H35 -4.482 0.354 -3.460
C14 2.629 -4.753 -1.927
S3 1.801 -3.338 -2.693
O5 1.433 -3.735 -4.093
C15 3.272 -2.291 -2.794
H36 1.899 -5.556 -1.802
H37 3.443 -5.101 -2.567
H38 3.017 -4.462 -0.949
H39 4.047 -2.790 -3.381
H40 3.640 -2.080 -1.788
H41 2.997 -1.353 -3.282

Values from the calculation:
- strongest force on any atom (eV Å⁻¹) = 3.3
- HOMO energy (eV) = -11.077
- charge = +1
- 2S+1 = 1

5.
Here is 6 unconnected molecules or ions with the total composition C15H42O6 from the Open Molecules 2025 dataset. Energies are from ωB97M-V/def2-TZVPD.

Positions of all 63 atoms, in Å:
C1 -3.355 -4.492 7.110
C2 -4.515 -3.624 6.530
C3 -5.619 -4.456 5.957
O1 -4.997 -2.593 7.383
H1 -3.873 -4.933 7.962
H2 -2.553 -3.889 7.535
H3 -3.103 -5.301 6.423
H4 -3.949 -3.153 5.726
H5 -5.372 -4.906 4.996
H6 -6.562 -3.910 5.961
H7 -5.732 -5.305 6.633
H8 -4.447 -2.557 8.168
C4 0.203 -1.651 2.322
C5 0.989 -1.431 1.098
C6 0.326 -1.762 -0.174
O2 1.452 -0.046 0.963
H9 0.518 -1.093 3.204
H10 0.005 -2.708 2.497
H11 -0.799 -1.237 2.209
H12 1.879 -2.043 0.952
H13 0.946 -1.474 -1.023
H14 -0.646 -1.289 -0.313
H15 0.150 -2.818 -0.374
H16 2.028 0.021 0.198
C7 5.017 2.609 -3.663
C8 5.651 1.274 -3.413
C9 6.261 1.173 -2.014
O3 4.594 0.369 -3.470
H17 4.388 2.490 -4.545
H18 5.680 3.434 -3.923
H19 4.276 2.842 -2.898
H20 6.316 0.913 -4.197
H21 6.552 0.138 -1.834
H22 5.564 1.445 -1.221
H23 7.028 1.895 -1.737
H24 4.112 0.403 -4.299
C10 -2.475 0.499 -5.339
C11 -2.561 -1.059 -5.528
C12 -4.052 -1.528 -5.351
O4 -2.282 -1.315 -6.919
H25 -3.063 0.787 -4.467
H26 -2.797 1.023 -6.238
H27 -1.469 0.801 -5.045
H28 -1.832 -1.654 -4.978
H29 -4.621 -1.188 -4.486
H30 -4.076 -2.615 -5.265
H31 -4.585 -1.270 -6.266
H32 -3.036 -0.946 -7.384
C13 0.844 5.759 0.750
C14 1.084 5.591 2.269
C15 1.326 6.956 2.948
O5 -0.083 4.829 2.702
H33 -0.133 6.178 0.510
H34 0.933 4.809 0.222
H35 1.621 6.431 0.385
H36 1.983 4.986 2.389
H37 2.251 7.503 2.765
H38 1.533 6.870 4.015
H39 0.545 7.716 2.956
H40 -0.149 4.124 2.053
O6 1.916 -4.989 -3.897
H41 2.022 -5.933 -4.018
H42 2.743 -4.702 -3.511

Values from the calculation:
- strongest force on any atom (eV Å⁻¹) = 3.0
- HOMO energy (eV) = -9.977
- ΔE to the lowest compared entry with this formula, charge and spin (kJ/mol) = 327.5
- 2S+1 = 1

6.
Here is a molecular structure, C15H43B3I2N14O12 from the Open Molecules 2025 dataset. Energies are from ωB97M-V/def2-TZVPD.

Positions of all 89 atoms, in Å:
C1 3.804 -1.709 -3.197
C2 3.908 -0.194 -2.860
C3 3.758 0.581 -4.157
O1 4.475 0.338 -5.038
O2 2.797 1.515 -4.371
C4 2.185 2.071 -3.201
C5 1.124 3.086 -3.648
B1 -0.133 2.287 -4.185
O3 -0.001 1.450 -5.270
B2 -1.123 0.709 -5.536
I1 -0.890 -1.370 -6.046
O4 -2.340 1.348 -5.447
B3 -2.417 1.811 -4.131
C6 -3.731 1.591 -3.271
I2 -5.304 2.819 -4.076
C7 -4.147 0.116 -3.144
C8 -4.597 -0.562 -4.451
O5 -1.353 2.459 -3.535
H1 3.084 -1.910 -3.988
H2 3.403 -2.169 -2.298
H3 4.771 -2.160 -3.386
H4 4.915 -0.045 -2.488
H5 3.147 -0.001 -2.112
H6 1.644 1.261 -2.696
H7 2.892 2.461 -2.468
H8 0.818 3.672 -2.779
H9 1.505 3.795 -4.385
H10 -3.508 1.942 -2.266
H11 -3.305 -0.453 -2.739
H12 -4.932 0.054 -2.392
H13 -5.396 -1.273 -4.260
H14 -3.768 -1.141 -4.855
H15 -4.902 0.135 -5.226
C9 5.461 -2.602 0.194
O6 4.608 -1.854 -0.266
N1 5.159 -3.825 0.699
N2 6.787 -2.268 0.233
H16 5.842 -4.452 1.080
H17 4.190 -4.108 0.687
H18 7.050 -1.372 -0.132
H19 7.498 -2.867 0.606
C10 2.024 -5.116 2.494
O7 2.200 -5.477 1.331
N3 2.727 -5.654 3.532
N4 1.129 -4.167 2.845
H20 2.600 -5.376 4.487
H21 3.400 -6.365 3.313
H22 0.588 -3.746 2.111
H23 0.979 -3.867 3.795
C11 -1.996 -6.201 1.287
O8 -2.293 -5.184 1.891
N5 -0.769 -6.388 0.726
N6 -2.875 -7.238 1.123
H24 -0.504 -7.214 0.227
H25 -0.094 -5.649 0.831
H26 -3.788 -7.131 1.524
H27 -2.653 -8.082 0.631
C12 5.221 1.553 1.828
O9 4.927 0.787 2.725
N7 5.347 2.903 2.030
N8 5.453 1.139 0.547
H28 5.590 3.553 1.307
H29 5.185 3.243 2.959
H30 5.370 0.153 0.353
H31 5.698 1.763 -0.199
C13 -6.115 3.946 0.124
O10 -5.502 2.897 0.246
N9 -6.819 4.505 1.153
N10 -6.145 4.645 -1.045
H32 -7.327 5.367 1.082
H33 -6.818 4.012 2.027
H34 -5.634 4.254 -1.821
H35 -6.640 5.508 -1.166
C14 -4.963 7.201 2.809
O11 -6.166 7.395 2.736
N11 -4.420 5.953 2.742
N12 -4.066 8.220 2.964
H36 -3.437 5.766 2.797
H37 -5.058 5.187 2.627
H38 -4.435 9.151 3.016
H39 -3.075 8.083 3.026
C15 0.170 -2.104 6.450
O12 0.491 -3.075 5.786
N13 -0.925 -1.349 6.153
N14 0.879 -1.697 7.541
H40 -1.209 -0.548 6.683
H41 -1.469 -1.625 5.355
H42 1.692 -2.233 7.785
H43 0.633 -0.903 8.100

Values from the calculation:
- strongest force on any atom (eV Å⁻¹) = 4.0
- HOMO energy (eV) = -9.362
- ΔE to the lowest compared entry with this formula, charge and spin (kJ/mol) = 59.4
- 2S+1 = 1

7.
Here is 3 unconnected molecules or ions with the total composition C15H43NO5PSSi4 from the Open Molecules 2025 dataset. Energies are from ωB97M-V/def2-TZVPD.

Positions of all 70 atoms, in Å:
O1 -3.186 -1.090 4.024
P1 -3.166 0.314 3.252
O2 -3.869 0.204 1.658
O3 -4.030 1.464 4.269
C1 -1.324 0.859 3.058
C2 -1.266 2.263 2.159
N1 -1.235 2.206 0.644
C3 -0.999 0.913 0.220
S1 -0.746 -0.271 1.666
H1 -4.806 -0.132 1.792
H2 -3.810 2.409 4.014
H3 -0.714 0.821 4.058
H4 -0.568 3.009 2.732
H5 -2.367 2.679 2.350
H6 -1.434 3.079 0.095
H7 -0.979 0.696 -0.944
O4 4.854 3.026 0.169
Si1 5.919 3.654 1.310
C4 6.065 2.482 2.774
C5 5.298 5.318 1.932
C6 7.639 3.910 0.600
Si2 3.239 2.566 0.086
C7 2.774 1.936 -1.621
C8 2.126 4.031 0.485
C9 2.889 1.193 1.325
H8 5.113 2.412 3.309
H9 6.825 2.834 3.477
H10 6.344 1.480 2.436
H11 5.123 5.999 1.093
H12 6.030 5.777 2.601
H13 4.359 5.202 2.482
H14 7.615 4.610 -0.240
H15 8.063 2.963 0.253
H16 8.305 4.320 1.366
H17 2.930 2.711 -2.379
H18 1.719 1.645 -1.643
H19 3.374 1.062 -1.891
H20 2.255 4.345 1.523
H21 1.073 3.764 0.337
H22 2.363 4.878 -0.166
H23 3.014 1.555 2.349
H24 3.574 0.354 1.169
H25 1.864 0.827 1.215
O5 -2.914 -3.272 -2.719
Si3 -3.798 -2.594 -1.460
C10 -2.999 -3.012 0.192
C11 -5.555 -3.265 -1.463
C12 -3.895 -0.723 -1.597
Si4 -2.435 -4.801 -3.229
C13 -1.422 -4.731 -4.809
C14 -3.943 -5.879 -3.556
C15 -1.384 -5.629 -1.905
H26 -3.047 -4.089 0.382
H27 -3.509 -2.498 1.010
H28 -1.947 -2.709 0.195
H29 -6.022 -3.111 -2.441
H30 -6.163 -2.759 -0.708
H31 -5.563 -4.337 -1.244
H32 -4.380 -0.424 -2.531
H33 -2.897 -0.276 -1.566
H34 -4.477 -0.313 -0.765
H35 -2.001 -4.284 -5.624
H36 -1.126 -5.740 -5.114
H37 -0.514 -4.138 -4.664
H38 -4.491 -6.071 -2.631
H39 -3.642 -6.842 -3.982
H40 -4.618 -5.385 -4.262
H41 -1.974 -5.817 -1.004
H42 -0.537 -4.991 -1.635
H43 -0.995 -6.586 -2.264

Values from the calculation:
- strongest force on any atom (eV Å⁻¹) = 6.6
- HOMO energy (eV) = -11.972
- charge = +1
- ΔE to the lowest compared entry with this formula, charge and spin (kJ/mol) = 220.3
- 2S+1 = 1

Question: What is the 2S+1 in the fourth record?
Answer: 1